(1)
# CH3N2O2

A cluster of 2 separate species, CH3N2O2 in total (ωB97M-V with the def2-TZVPD basis set, OMol25).

Each line ends with the natural charge from an NBO analysis.
Cartesian coordinates (Å):
C (0.42, -0.81, 0.15)  0.07
N (-0.77, -1.02, -0.09)  -0.67
N (0.60, 1.71, -0.02)  0.72
O (1.49, 2.02, -0.63)  -0.07
O (-0.37, 1.90, 0.52)  -0.12
H (1.19, -1.65, 0.26)  0.22
H (-1.23, -1.95, -0.07)  0.44
H (-1.33, -0.19, -0.12)  0.42

The calculation puts the total energy at -299.3850 Ha. The calculation puts the LUMO energy (spin up / spin down) at -6.84 / -6.20 eV. The HOMO energy (spin up / spin down) is -14.361 / -15.115 eV. Its net charge is +1.



(2)
# C6H18N4

A cluster of 2 separate species, C6H18N4 in total (ωB97M-V with the def2-TZVPD basis set, OMol25).

Each line ends with the Mulliken spin population.
Cartesian coordinates (Å):
C (-0.50, -1.36, 0.13)  0.20
C (0.69, 2.62, -0.41)  0.05
C (-1.87, 2.55, -0.44)  0.07
C (-0.80, -3.45, 1.09)  -0.01
C (2.20, -1.41, 1.52)  0.01
C (-0.60, 2.36, -1.24)  -0.04
N (-0.07, -2.31, 0.91)  0.05
N (-0.15, 1.03, -1.50)  0.66
N (0.01, 0.65, -2.68)  0.31
N (1.13, -2.44, 1.55)  0.60
H (0.05, -0.43, -0.03)  0.05
H (-1.49, -1.34, -0.44)  0.00
H (1.65, 2.08, -0.92)  0.01
H (0.81, 3.74, -0.60)  0.00
H (0.69, 2.36, 0.65)  0.00
H (-2.73, 2.15, -0.97)  0.00
H (-2.25, 3.57, 0.03)  0.00
H (-1.67, 1.69, 0.33)  -0.01
H (-1.82, -3.44, 0.52)  0.00
H (-0.28, -4.45, 0.86)  0.00
H (-1.14, -3.65, 2.16)  0.00
H (2.74, -1.44, 0.61)  0.03
H (1.78, -0.50, 1.75)  0.01
H (2.90, -1.76, 2.37)  0.01
H (-0.45, 3.04, -2.13)  0.02
H (0.03, 1.22, -3.46)  0.00
H (0.47, -0.27, -2.78)  0.00
H (1.23, -3.31, 2.11)  -0.02

The calculation puts the total energy at -457.4654 Ha. The calculation puts the LUMO energy (spin up / spin down) at -9.54 / -13.00 eV. As for the multiplicity: 3. The HOMO energy (spin up / spin down) is -13.530 / -16.738 eV. Its net charge is +2.



(3)
# C16H16F3Li2N2O7

A structure of composition C16H16F3Li2N2O7 (ωB97M-V with the def2-TZVPD basis set, OMol25).

Each line ends with the natural charge from an NBO analysis.
Cartesian coordinates (Å):
Li (-0.11, -2.42, 1.67)  0.94
Li (-0.08, -0.54, -0.44)  0.86
C (0.58, -2.80, -1.20)  0.93
O (-0.37, -2.57, -0.29)  -1.07
O (1.05, -1.74, -1.81)  -0.92
O (0.98, -3.98, -1.43)  -0.82
C (-0.29, -0.03, 2.79)  0.31
O (-1.39, -0.92, 3.22)  -0.60
O (0.17, -0.39, 1.63)  -0.94
C (-0.69, 1.44, 2.89)  0.92
F (-1.54, 1.83, 1.91)  -0.33
F (-1.29, 1.72, 4.06)  -0.34
F (0.39, 2.23, 2.79)  -0.33
C (-2.67, -0.71, 2.64)  -0.08
C (-3.56, -1.88, 2.97)  -0.62
H (-4.47, -1.84, 2.36)  0.21
H (-3.09, -2.85, 2.82)  0.21
H (-3.90, -1.83, 4.01)  0.20
H (-2.60, -0.59, 1.55)  0.18
H (-3.11, 0.22, 3.02)  0.16
H (0.43, -0.22, 3.61)  0.12
C (5.88, 0.38, -0.35)  -0.19
C (4.72, -0.22, 0.12)  -0.21
C (3.49, 0.18, -0.38)  -0.17
C (3.43, 1.27, -1.23)  0.08
C (4.57, 1.88, -1.69)  -0.21
C (5.81, 1.43, -1.25)  -0.23
N (2.13, 1.63, -1.79)  0.53
O (1.16, 1.19, -1.22)  -0.36
O (2.10, 2.34, -2.78)  -0.40
H (6.85, 0.05, 0.00)  0.21
H (4.77, -1.01, 0.85)  0.22
H (2.59, -0.36, -0.13)  0.28
H (4.54, 2.71, -2.38)  0.23
H (6.70, 1.94, -1.59)  0.21
N (-1.74, -0.02, -1.42)  -0.47
C (-2.11, 1.26, -1.52)  0.05
C (-3.19, 1.68, -2.29)  -0.26
C (-3.94, 0.73, -2.96)  -0.18
C (-3.59, -0.60, -2.82)  -0.27
C (-2.49, -0.94, -2.03)  0.06
H (-1.49, 1.97, -0.99)  0.20
H (-3.45, 2.73, -2.23)  0.21
H (-4.78, 1.01, -3.58)  0.21
H (-4.17, -1.38, -3.30)  0.21
H (-2.23, -1.96, -1.80)  0.25

The calculation puts the total energy at -1570.2984 Ha. The calculation puts the LUMO energy at 2.21 eV. The HOMO energy is -3.355 eV. Its net charge is -1.



The lowest net charge belongs to which entry?
C16H16F3Li2N2O7